{
  "formula": "C13H22N4O4S2",
  "method": "ωB97M-V/def2-TZVPD",
  "species": ["H", "N", "C", "C", "C", "H", "C", "H", "H", "H", "S", "C", "O", "C", "H", "H", "H", "O", "C", "H", "N", "H", "O", "H", "C", "N", "H", "H", "C", "H", "H", "H", "H", "C", "C", "O", "H", "N", "C", "H", "H", "C", "H", "S", "H"],
  "positions_angstrom": [[6.2106, 1.4378, 3.8887], [-10.4436, 2.8905, -2.5833], [2.6170, -2.3709, -0.0230], [2.6453, -3.0720, 2.4239], [-6.8965, 2.9130, -1.3808], [6.4714, 0.7261, 0.7920], [1.8585, -3.5462, -0.4507], [-6.5669, 3.9249, -1.6231], [8.2262, 2.2310, 1.7164], [1.9130, -2.3049, 2.6839], [-2.5271, -1.5814, 0.0144], [-3.6240, 0.8115, -2.1423], [-1.2227, -1.4197, 0.5779], [-8.0630, 2.6762, -3.6321], [4.2036, -3.4305, 0.9844], [-3.2184, -3.9442, -1.2696], [-8.1371, 2.0590, -4.5283], [-2.9886, 0.0476, -0.1641], [-7.0609, 2.0733, -2.6416], [5.8722, 2.5500, 2.5580], [6.1505, -1.5434, 2.9184], [3.2917, -3.2287, 3.2869], [-4.0886, 0.1747, -1.1137], [1.9030, -1.5702, 0.1822], [3.4739, -2.6532, 1.2176], [-3.2727, 1.4225, -3.0557], [8.5365, 1.1011, 3.0220], [-7.8338, 2.9837, -0.8272], [6.6279, -0.7186, 2.2801], [3.2414, -2.0542, -0.8599], [4.0368, -1.7544, 1.4605], [7.0688, 2.9713, 3.7829], [-7.7389, 3.6718, -3.9409], [-9.4011, 2.7923, -3.0509], [6.6624, 2.1485, 3.1955], [-2.4193, -1.7979, -1.5938], [2.1078, -4.0023, 2.2328], [1.2559, -4.4621, -0.7873], [7.7565, 1.4900, 2.3651], [8.0343, -0.0827, 0.8896], [-6.1535, 2.4697, -0.7170], [7.2290, 0.3514, 1.4836], [-6.0981, 1.9793, -3.1464], [-2.2554, -3.4249, -2.0529], [-7.3842, 1.0654, -2.3724]],
  "forces_ev_per_angstrom": [[-0.01, -0.01, -0.02], [-0.12, -0.03, 0.08], [0.09, 0.00, 0.09], [0.04, -0.02, 0.02], [0.00, -0.03, 0.00], [0.00, -0.02, -0.01], [-0.03, 0.16, -0.03], [0.00, 0.00, 0.00], [0.01, -0.04, -0.04], [-0.01, 0.00, -0.01], [0.08, -0.08, -0.16], [0.17, 0.35, -0.31], [-0.06, 0.11, 0.08], [0.05, -0.10, 0.05], [0.02, 0.03, -0.02], [-0.16, 0.11, -0.06], [0.01, 0.03, -0.02], [0.10, 0.08, -0.14], [0.07, 0.03, 0.12], [0.00, 0.00, 0.00], [-0.01, -0.08, 0.10], [0.00, 0.02, 0.00], [-0.07, -0.16, 0.33], [-0.02, -0.01, -0.02], [-0.13, -0.08, 0.04], [-0.13, -0.23, 0.19], [0.01, -0.02, -0.02], [-0.01, 0.02, -0.02], [0.02, 0.06, -0.07], [-0.02, 0.02, -0.01], [0.01, 0.03, -0.06], [-0.01, 0.01, -0.01], [-0.01, 0.00, -0.01], [0.07, 0.07, -0.09], [0.03, 0.00, 0.01], [-0.18, -0.07, 0.11], [-0.02, 0.01, -0.02], [-0.07, -0.17, -0.03], [-0.05, 0.06, 0.07], [-0.02, 0.00, -0.03], [0.01, 0.01, 0.00], [0.09, 0.05, 0.04], [-0.04, 0.00, -0.07], [0.30, -0.09, -0.03], [-0.01, -0.01, -0.04]],
  "lowdin_charge": [0.07, 0.14, -0.19, -0.10, -0.10, 0.12, -0.24, 0.08, 0.11, 0.08, 0.89, -0.35, -0.36, -0.19, 0.11, -0.13, 0.12, -0.24, -0.27, 0.08, 0.16, 0.07, -0.02, 0.11, -0.27, 0.20, 0.11, 0.07, -0.23, 0.12, 0.07, 0.07, 0.12, -0.24, -0.11, -0.82, 0.07, 0.14, -0.26, 0.12, 0.06, -0.19, 0.09, 0.81, 0.11],
  "gap_ev": 9.6,
  "charge": 0,
  "energy_ha": -1824.6892,
  "de_lowest_kcal_mol": 178.52
}


{
  "formula": "C13H22N6",
  "method": "ωB97M-V/def2-TZVPD",
  "species": ["H", "H", "H", "H", "H", "H", "C", "C", "H", "C", "H", "C", "C", "C", "H", "H", "N", "N", "H", "C", "H", "C", "H", "H", "H", "H", "H", "H", "H", "C", "N", "C", "H", "N", "H", "C", "N", "C", "N", "H", "C"],
  "positions_angstrom": [[0.3180, -2.4341, -0.0398], [4.0236, -1.1650, -1.5128], [1.8760, -0.0433, 0.6329], [-1.3689, -1.2079, 1.1927], [1.4909, -0.7171, -0.9508], [5.0045, -1.9732, -0.3395], [4.8438, 2.5505, 0.3766], [-1.2459, -0.4094, -0.6835], [3.0740, -1.9269, 1.1744], [-6.0632, 0.3458, 0.2951], [4.3313, 0.2639, 1.3248], [-0.7113, -0.7648, 0.5806], [-4.6840, 0.8043, 0.0828], [1.6403, -1.0205, 0.0565], [-1.9669, 2.4819, -0.3166], [-0.4107, -0.0786, 1.2567], [-4.0373, -1.7628, -0.4663], [-2.5916, 0.5112, -0.4461], [3.2367, 1.3868, -0.3329], [4.8517, 0.1189, 0.2462], [-7.7979, 1.0351, 0.5266], [-3.8510, -0.1887, -0.3933], [4.4127, 2.5188, 1.4368], [-1.3997, -1.2320, -1.2868], [4.8025, 1.3084, -1.6282], [5.7570, 2.6554, 0.5170], [-6.7820, 2.1825, 0.5864], [2.6799, -2.8109, -0.4565], [-0.6135, 0.4754, -1.4591], [4.2561, -1.2776, -0.4560], [-4.0363, 1.9533, -0.1339], [2.9443, -2.0096, 0.0104], [-5.7206, -2.7843, -0.0006], [0.4447, -1.7173, 0.7436], [4.5143, 3.5002, -0.2345], [4.4729, 1.3047, -0.4669], [-6.3095, -0.9365, -0.0158], [-5.3211, -1.7121, -0.1034], [-6.9398, 1.1028, 0.4568], [5.7478, -0.0710, 0.3636], [-2.8715, 1.7437, -0.1370]],
  "forces_ev_per_angstrom": [[-0.32, 0.39, 1.76], [0.85, 0.66, -0.44], [-0.23, -1.68, -0.69], [-3.55, -1.95, 1.49], [-0.84, 0.33, -1.08], [1.85, -1.67, -0.02], [-8.38, 0.95, -2.13], [-0.51, 7.99, -2.91], [-0.13, -1.98, -1.85], [10.07, -6.81, -4.46], [1.32, -0.79, -2.08], [3.29, -2.27, 1.12], [-1.47, -3.73, -2.05], [1.77, -0.13, 1.79], [-2.10, -1.01, 0.71], [0.94, 3.63, 1.37], [-0.84, 7.11, 1.36], [1.15, -8.96, -1.31], [3.01, -0.51, -1.34], [-11.17, -2.58, 1.07], [-10.38, -2.53, 0.65], [3.25, -2.98, 1.17], [-0.01, 0.06, -1.68], [-1.24, -1.50, -1.37], [-0.81, 0.30, 2.76], [8.68, 0.78, 1.04], [0.56, -2.84, -0.44], [-1.02, -5.30, -2.45], [-1.32, -2.92, 2.62], [-2.24, 1.77, 0.01], [-9.55, 5.49, 3.82], [0.62, 9.43, 7.18], [0.74, 0.94, -0.24], [1.36, 0.25, -4.71], [0.32, -1.59, 1.56], [-3.32, 2.78, -1.44], [-2.66, 3.84, 2.30], [2.16, -8.58, -1.67], [-0.03, 14.30, 2.33], [8.94, -1.36, 1.15], [11.24, 2.66, -2.92]],
  "lowdin_charge": [0.12, 0.09, 0.12, 0.09, 0.07, 0.06, -0.12, -0.06, 0.14, -0.39, 0.16, -0.29, -0.17, -0.23, 0.17, 0.09, 0.14, 0.02, 0.14, -0.21, 0.03, -0.10, 0.10, 0.08, 0.16, -0.04, 0.22, 0.03, 0.20, -0.14, 0.11, -0.14, 0.12, -0.03, 0.11, -0.31, 0.12, -0.39, 0.26, 0.01, -0.32],
  "gap_ev": 9.2,
  "charge": 0,
  "energy_ha": -836.6869,
  "de_lowest_kcal_mol": 289.62
}


{
  "formula": "C13H22NO2",
  "method": "ωB97M-V/def2-TZVPD",
  "species": ["C", "O", "H", "H", "H", "C", "H", "H", "N", "H", "C", "H", "H", "H", "C", "C", "O", "C", "C", "H", "H", "H", "C", "H", "H", "H", "H", "C", "H", "H", "H", "C", "C", "H", "C", "C", "H", "H"],
  "positions_angstrom": [[3.8956, -2.2305, 0.5310], [-1.0315, 2.8788, -2.5884], [-4.9968, 4.0749, 0.0135], [2.9477, -2.1692, 4.3133], [-1.1686, 1.0653, -0.4193], [6.2168, -2.2896, 2.1039], [-0.9748, 1.0208, -3.7077], [0.5421, -0.0096, 1.0750], [-0.8234, -0.8685, -1.5561], [-1.4629, -1.6534, 0.4785], [3.6068, -2.1866, 3.3395], [-6.9104, 3.2056, -1.3489], [7.3876, -2.3231, 2.1717], [-0.3026, -2.7467, -0.5945], [0.7480, -1.0655, 0.5659], [-1.3751, 1.4225, -2.6619], [-5.4483, 3.8862, -2.6066], [2.9031, -2.1599, 1.8586], [5.5338, -2.2907, 0.5939], [1.5889, -0.8723, -0.2579], [0.8192, -3.1455, 1.7335], [0.4739, 0.9915, -1.4000], [5.2523, -2.2370, 3.4370], [0.8650, -1.5955, 2.8077], [-3.9411, 2.8416, -0.6642], [6.1363, -2.3062, -0.4106], [-0.5198, 3.0327, -1.7403], [-5.8769, 2.9648, -1.6150], [-5.3002, 2.3592, 0.3782], [5.7329, -2.2654, 4.5162], [3.3628, -2.1947, -0.5309], [-4.9803, 3.0603, -0.3979], [-0.5613, -1.6295, -0.2674], [-5.8558, 1.9565, -2.0398], [1.2505, -2.0585, 1.7804], [-0.6585, 0.6247, -1.3784], [-2.5426, 1.2538, -2.6697], [-4.5324, 3.6586, -2.8421]],
  "forces_ev_per_angstrom": [[1.31, 0.17, 2.54], [0.07, -1.03, 1.07], [-0.11, -0.11, -0.05], [1.52, 0.01, -2.19], [0.71, -0.44, -1.18], [-4.05, 0.12, -0.73], [-0.70, 0.76, 2.35], [0.31, -2.21, -1.20], [0.70, 1.20, 2.02], [1.17, -0.02, -0.82], [2.66, -0.09, -3.92], [0.10, 0.09, -0.20], [-2.62, 0.08, 0.08], [-0.62, 2.15, 0.87], [0.21, 0.15, -0.17], [0.69, -0.89, 0.25], [0.13, 0.12, -0.33], [3.56, -0.18, 1.17], [-3.33, 0.26, 4.17], [-1.69, -0.58, 1.91], [0.79, 2.01, -0.24], [-1.83, -0.35, 0.17], [-1.51, -0.17, -3.18], [1.04, -1.10, -2.08], [-0.11, -0.12, 0.03], [-1.21, 0.01, 2.33], [-0.96, -0.65, -1.47], [0.42, -0.02, 0.03], [0.10, 0.03, -0.02], [-0.98, 0.10, -2.57], [1.31, -0.11, 2.56], [0.06, -0.03, 0.24], [0.85, 0.55, -0.91], [-0.10, -0.10, 0.17], [0.94, 0.47, 0.30], [-0.68, -0.70, -1.33], [2.22, 0.51, 0.25], [-0.39, 0.11, 0.13]],
  "lowdin_charge": [-0.03, -0.21, 0.07, 0.08, 0.09, -0.10, 0.11, 0.10, -0.22, 0.07, -0.05, 0.11, 0.06, 0.09, -0.24, -0.25, -0.10, -0.13, -0.08, 0.09, 0.11, 0.09, -0.10, 0.11, 0.07, 0.07, 0.07, -0.34, 0.07, 0.07, 0.09, -0.09, -0.39, 0.11, -0.20, -0.39, 0.09, 0.09],
  "gap_ev": 4.7,
  "charge": -1,
  "energy_ha": -713.3729
}


Q: The lowest charge belongs to which entry?
A: C13H22NO2


Q: Look up the charge of the first one.
A: 0